Record 1
Density functional theory data (the ωB97M-V functional and the def2-TZVPD basis) for a structure of composition C35H49AsNO4Zr.

Properties
- orbital gap (eV) = 8.4
- ΔE to the lowest compared entry with this formula, charge and spin (kJ/mol) = 164.08
- charge = +1

Each line ends with the Mulliken charge.
Atoms and positions in Å:
Zr -0.13320 0.01310 0.27700  1.124
C -1.44530 0.94680 2.08830  -0.313
C -0.13010 1.46420 2.31870  1.115
C 0.18460 2.32320 1.20970  0.246
C -0.94310 2.26920 0.32030  -0.706
C -1.96500 1.47310 0.88430  -0.488
C -3.40930 1.38080 0.45060  1.822
C -3.90400 -0.05420 0.67560  -1.325
C -3.56770 1.77710 -1.02100  -1.844
C -4.23310 2.35450 1.31030  -1.880
C 1.16770 3.46850 0.91460  1.679
C 0.32860 4.76690 0.95800  -1.622
C 2.33650 3.70380 1.87690  -1.686
C 1.76460 3.29060 -0.49660  -1.707
C 0.48120 1.23160 3.70500  1.412
C -0.03730 2.36320 4.61380  -1.694
C 2.02460 1.20530 3.74190  -1.784
C -0.03100 -0.10960 4.28150  -2.200
H -2.02550 0.38670 2.80650  0.592
H -1.07020 2.89030 -0.55700  0.892
H -3.20060 -0.76500 0.23090  -0.109
H -4.88870 -0.19210 0.23400  0.460
H -3.98360 -0.26830 1.73960  0.318
H -2.87280 1.22170 -1.65540  0.269
H -3.37400 2.83990 -1.14540  0.370
H -4.58660 1.58380 -1.35060  0.432
H -4.19990 2.06970 2.35830  0.343
H -5.26990 2.35460 0.98300  0.482
H -3.83940 3.36450 1.22320  0.338
H -0.19410 4.84440 1.90880  0.328
H -0.40900 4.80230 0.16300  0.316
H 0.97730 5.63270 0.84930  0.520
H 1.98470 3.92250 2.88050  0.209
H 2.88700 4.57530 1.52440  0.644
H 3.03990 2.87860 1.91320  0.062
H 1.04260 2.88870 -1.20910  0.142
H 2.61440 2.60840 -0.46840  0.147
H 2.11190 4.25160 -0.87270  0.658
H 0.25800 3.33510 4.22570  0.340
H 0.35730 2.24990 5.62030  0.466
H -1.12360 2.33650 4.66780  0.350
H 2.42090 2.12520 4.15720  0.336
H 2.45390 1.08400 2.75410  0.316
H 2.38170 0.40190 4.38320  0.411
H -1.05680 -0.02990 4.62920  0.374
H 0.56220 -0.37900 5.15160  0.433
H 0.01280 -0.92040 3.55010  0.478
O 1.58240 -0.79310 1.53710  -0.245
C 2.38530 -1.57250 0.59580  3.397
C 1.82260 -1.01900 -0.75180  0.103
O 1.55580 -1.69760 -1.72780  -0.488
O 1.58470 0.23490 -0.66410  -0.217
C 3.84500 -1.13320 0.64580  -0.184
C 4.13560 0.22200 0.77320  0.743
C 5.44640 0.65400 0.86830  -0.477
C 6.48340 -0.26340 0.83010  -0.903
C 6.19910 -1.60970 0.67280  -0.829
C 4.88850 -2.04630 0.57650  -0.773
C 2.20810 -3.04760 0.91740  -0.203
C 2.08740 -4.03260 -0.05430  0.044
C 1.96930 -5.36480 0.31150  -1.025
C 2.00750 -5.73720 1.64410  -0.632
C 2.14870 -4.76400 2.61910  -0.914
C 2.24530 -3.43170 2.25970  -0.284
H 1.93520 -0.95340 2.43400  -0.048
H 3.32720 0.94150 0.77200  -0.962
H 5.65500 1.70860 0.97160  0.498
H 7.50650 0.06840 0.92090  0.418
H 6.99580 -2.33470 0.62680  0.465
H 4.68170 -3.09680 0.45000  0.517
H 2.10010 -3.75720 -1.09630  0.692
H 1.87560 -6.11910 -0.45510  0.476
H 1.93410 -6.77710 1.92490  0.417
H 2.21000 -5.04480 3.65980  0.445
H 2.38220 -2.70040 3.04660  0.323
C -1.05200 -0.75290 -4.25820  -1.242
As -1.21880 -1.48370 -2.45560  0.765
C -3.11680 -1.92970 -2.24260  -1.177
C -0.48020 -3.30420 -2.62070  -1.132
O -0.90910 -0.10910 -1.52950  -0.479
H -1.30380 -1.48450 -5.02520  0.418
H -0.01820 -0.42450 -4.38490  0.393
H -1.70210 0.12160 -4.34090  0.382
H -3.43330 -2.52080 -3.10190  0.524
H -3.72260 -1.02730 -2.17970  0.285
H -3.24640 -2.52700 -1.33870  0.386
H -1.18740 -3.78580 -3.29870  0.593
H -0.47220 -3.82480 -1.66660  0.329
H 0.51180 -3.28990 -3.06030  0.332
N -0.88460 -2.14620 0.16540  -0.074
C -0.95810 -1.89300 1.31660  -0.722

---

Record 2
Density functional theory data (the ωB97M-V functional and the def2-TZVPD basis) for a cluster of 4 separate species, C35H49BBrN3O4PS in total.

Properties
- orbital gap (eV) = 7.0
- ΔE to the lowest compared entry with this formula, charge and spin (kJ/mol) = 200.81
- charge = +1

Each line ends with the Mulliken charge.
Atoms and positions in Å:
C 3.66003 0.00465 4.46221  -0.795
C 4.70533 -0.86479 3.60678  -0.213
O 4.01695 -1.96331 2.99011  -0.440
C 3.84423 -1.78257 1.59807  -0.904
C 2.69079 -0.73482 1.24602  0.472
O 2.85569 -0.43144 -0.16649  -0.296
N 1.65313 -0.41397 -0.82181  0.824
C 1.13908 0.76040 -1.16735  -1.076
N -0.04063 0.85213 -1.89463  0.827
C -1.23395 1.29688 -1.13260  -0.646
C -2.59934 1.18699 -1.91253  -0.244
C -3.72633 1.11094 -0.80914  0.019
C -4.11253 -0.22514 -0.36129  -0.256
C -5.11735 -0.37041 0.68828  -0.477
C -5.68489 0.84477 1.25247  -0.323
C -5.33369 2.19776 0.81444  -0.726
C -4.31818 2.33103 -0.24658  -0.262
N 1.91575 1.91505 -0.81884  0.282
P 2.15268 3.04098 -2.14835  -0.011
S 0.57301 3.94687 -2.79033  -0.247
B 1.52931 2.56343 0.45547  0.340
O 2.40680 3.58391 0.94390  -0.534
O 0.40091 2.27621 1.23100  -0.301
C 0.70620 1.71530 2.52230  -0.647
C 1.05515 -1.72689 -1.12992  -0.745
Br -0.76187 -1.99622 -0.41177  0.078
C 1.20404 -2.10397 -2.69238  -0.250
C -0.06682 -2.79675 -3.30939  -1.108
H 3.99658 0.06780 5.52488  0.305
H 2.64370 -0.47007 4.39008  0.324
H 3.59523 1.02111 3.99510  0.083
H 5.17951 -0.15074 2.88455  0.217
H 5.50323 -1.20402 4.31100  0.388
H 4.78579 -1.32641 1.16204  0.392
H 3.68019 -2.73511 1.02901  0.278
H 1.67228 -1.12867 1.51199  0.283
H 2.94132 0.18995 1.82968  -0.070
H -0.20802 0.06991 -2.52717  0.169
H -1.36436 0.77802 -0.14284  0.438
H -1.09843 2.38613 -0.87446  0.173
H -2.65911 0.34292 -2.64499  0.521
H -2.80895 2.13888 -2.48141  -0.056
H -3.61604 -1.11395 -0.81937  0.405
H -5.35945 -1.40538 1.02175  0.226
H -6.44405 0.72221 2.06243  0.332
H -5.78142 3.09735 1.28522  0.373
H -4.01531 3.35258 -0.59173  0.353
H 2.90712 2.35260 -3.14299  0.136
H 3.03482 4.04819 -1.63773  0.184
H 2.02632 4.42424 0.61152  0.350
H 0.00673 2.13217 3.29645  0.395
H 1.75586 1.88528 2.86966  0.230
H 0.53497 0.59915 2.53146  0.192
H 1.68859 -2.49407 -0.60563  0.332
H 1.52620 -1.18140 -3.25355  0.296
H 2.06183 -2.82733 -2.79760  0.432
H -0.84481 -2.02348 -3.53240  0.242
H -0.44320 -3.67298 -2.73113  0.332
H 0.25204 -3.20495 -4.31386  0.401
C 7.04525 1.78973 5.41389  -0.346
C 7.70365 1.32087 6.54413  -0.437
C 9.01384 0.86829 6.44757  -0.400
C 9.66903 0.89355 5.22203  -0.381
C 9.01184 1.36579 4.09248  -0.463
C 7.69858 1.81000 4.18705  -0.302
H 6.02171 2.14000 5.48872  0.433
H 7.19494 1.30748 7.50120  0.376
H 9.52514 0.49665 7.32762  0.370
H 10.69240 0.54513 5.14787  0.369
H 9.52380 1.38697 3.13724  0.362
H 7.18409 2.17367 3.30447  0.417
C -6.61433 -4.31465 1.65095  -0.484
C -7.89889 -4.79905 1.86436  -0.347
C -8.57784 -5.44478 0.83862  -0.419
C -7.96835 -5.61499 -0.39867  -0.324
C -6.68257 -5.13417 -0.61139  -0.496
C -6.00668 -4.48019 0.41145  -0.182
H -6.08605 -3.80779 2.45090  0.391
H -8.37181 -4.67245 2.83128  0.360
H -9.58211 -5.81659 1.00343  0.360
H -8.49626 -6.12295 -1.19709  0.361
H -6.20687 -5.26872 -1.57616  0.342
H -5.00487 -4.10020 0.24332  0.446
C -2.20281 1.24560 -7.68279  -0.382
C -1.48673 1.25878 -6.49216  -0.540
C -1.90196 2.06571 -5.43947  0.285
C -3.03950 2.85254 -5.57446  -0.525
C -3.75744 2.83651 -6.76368  -0.466
C -3.33706 2.03650 -7.81938  -0.431
H -1.87704 0.61898 -8.50479  0.372
H -0.60262 0.63949 -6.38498  0.368
H -1.33900 2.08117 -4.51250  0.230
H -3.36655 3.47874 -4.75185  0.355
H -4.64539 3.44897 -6.86836  0.367
H -3.89422 2.02850 -8.74848  0.365

---

Record 3
Density functional theory data (the ωB97M-V functional and the def2-TZVPD basis) for a cluster of 8 separate species, C35H49N11O4 in total.

Properties
- orbital gap (eV) = 6.9

Each line ends with the Mulliken charge.
Atoms and positions in Å:
C 3.60753 4.21139 -0.80549  -1.070
N 2.46281 3.97771 0.09224  -0.107
C 2.01056 2.59003 0.03280  -1.277
N 1.71803 2.18976 -1.35202  0.395
C 0.49821 2.01690 -1.76918  -0.277
N 0.18910 1.56133 -3.04737  -0.498
C -1.30106 1.20776 -2.93674  -0.246
C -1.40876 1.05124 -1.43146  0.109
C -2.80828 0.93729 -0.79648  0.394
O -2.84100 0.42567 0.31527  -0.746
O -3.69100 1.41935 -1.51927  -0.712
N -0.59535 2.19254 -0.93877  0.334
C -1.23200 3.50869 -1.01258  -0.554
O -0.67900 4.24399 -2.10816  -0.213
O -0.40320 5.58192 -1.66857  -0.408
H 4.13876 5.10806 -0.49071  0.355
H 4.31569 3.38641 -0.75280  0.373
H 3.31438 4.38329 -1.84540  0.327
H 1.68161 4.50884 -0.28056  0.254
H 1.12045 2.52581 0.64488  0.196
H 2.75490 1.94161 0.49053  0.632
H 2.45904 2.01213 -2.01550  0.407
H 0.37264 2.36630 -3.64594  0.332
H -1.80489 2.06058 -3.38083  0.230
H -1.43393 0.28811 -3.48437  0.202
H -0.79400 0.18040 -1.18139  0.373
H -1.08445 4.06968 -0.09190  0.243
H -2.30110 3.35712 -1.16787  0.620
H 0.53128 5.67988 -1.89794  0.298
N 2.81564 -0.96785 0.42422  0.075
C 3.99057 -1.47523 -0.07348  -0.349
C 4.26110 -2.63320 0.60011  -0.649
C 3.20902 -2.83519 1.53546  -0.367
C 2.33271 -1.79420 1.40493  -0.636
H 2.37619 -0.12440 0.11587  0.347
H 4.52848 -0.97127 -0.85857  0.349
H 5.11552 -3.27021 0.44528  0.449
H 3.11397 -3.65560 2.22514  0.371
H 1.41280 -1.57086 1.91779  0.406
N -0.18786 3.29615 3.14367  0.110
C -0.93747 2.85564 4.20066  -0.501
C -0.50670 3.51563 5.31794  -0.558
C 0.54288 4.39100 4.92028  -0.538
C 0.72090 4.23295 3.57381  -0.297
H -0.29728 2.98254 2.19822  0.232
H -1.70903 2.11783 4.06295  0.434
H -0.90101 3.38898 6.31181  0.395
H 1.10222 5.05961 5.55257  0.407
H 1.40320 4.70574 2.88624  0.318
N 2.31172 8.54973 0.98038  0.006
C 2.64858 9.42395 1.97701  -0.491
C 3.30089 8.71928 2.95162  -0.614
C 3.36094 7.36412 2.52774  -0.428
C 2.74357 7.29147 1.30880  0.133
H 1.81925 8.79619 0.14297  0.177
H 2.39549 10.46755 1.90836  0.389
H 3.69040 9.12736 3.86850  0.404
H 3.80490 6.53852 3.05841  0.442
H 2.57835 6.45310 0.65539  -0.012
N -2.57342 -1.69816 -4.94762  0.062
C -1.45620 -2.46522 -5.16517  -0.530
C -1.43863 -2.80737 -6.48870  -0.504
C -2.58633 -2.22308 -7.09538  -0.500
C -3.26499 -1.54421 -6.12183  -0.512
H -2.84320 -1.30510 -4.06262  0.269
H -0.77835 -2.70027 -4.36233  0.417
H -0.68903 -3.41117 -6.97123  0.448
H -2.87865 -2.29637 -8.12897  0.422
H -4.17491 -0.97052 -6.15806  0.427
N -4.69925 -3.34832 -3.20200  0.244
C -5.09494 -2.48861 -2.21228  -0.312
C -6.02169 -3.13887 -1.44228  -0.804
C -6.18922 -4.44192 -1.98942  -0.561
C -5.35952 -4.53917 -3.07402  -0.554
H -4.02073 -3.13244 -3.91249  0.172
H -4.69093 -1.49108 -2.13098  0.460
H -6.52286 -2.72245 -0.58375  0.508
H -6.84247 -5.21780 -1.62559  0.453
H -5.18116 -5.34974 -3.75905  0.411
N 4.67191 -5.47559 4.05161  0.019
C 4.81956 -6.01920 2.80501  -0.592
C 6.15671 -6.04186 2.51346  -0.377
C 6.84281 -5.49000 3.63064  -0.408
C 5.89895 -5.15078 4.56169  -0.512
H 3.79667 -5.33411 4.52016  0.212
H 3.96508 -6.34183 2.23522  0.424
H 6.59545 -6.41276 1.60258  0.441
H 7.90626 -5.35853 3.73674  0.404
H 5.99494 -4.70958 5.53844  0.391
N -5.34924 -5.56942 1.28239  0.119
C -4.29502 -6.25360 0.74920  -0.320
C -4.07190 -7.35643 1.53062  -0.542
C -5.03506 -7.33500 2.57713  -0.414
C -5.80820 -6.21948 2.39396  -0.513
H -5.72528 -4.71727 0.90689  0.191
H -3.79955 -5.89810 -0.13773  0.345
H -3.30620 -8.09668 1.37026  0.391
H -5.14683 -8.05510 3.37017  0.387
H -6.64150 -5.83594 2.95684  0.365